# 1
{"formula": "C4H9N2S", "method": "ωB97M-V with the def2-TZVPD basis set", "gap_ev": 9.80, "lumo_ev": -4.087, "relative_energy_kcal_mol": 84.7, "total_charge": 1, "elements": ["S", "N", "N", "C", "C", "C", "C", "H", "H", "H", "H", "H", "H", "H", "H", "H"], "xyz": [[2.162842, -0.052778, -0.037502], [1.230988, -0.898199, -1.132328], [-0.361389, 0.691898, 0.523885], [0.869553, 0.631929, 0.769356], [-1.389852, 1.067511, 1.606748], [1.640310, -1.998019, -1.593824], [-0.864770, 0.359435, -0.796057], [-2.332105, 0.902242, 1.278750], [1.323213, 1.034767, 1.760966], [-1.287078, -0.615409, -0.761834], [2.411269, -2.612088, -1.373319], [-1.240314, 0.360620, 2.484653], [-1.621638, 1.219819, -0.931877], [-1.314762, 1.993890, 1.978072], [-0.107224, 0.463945, -1.587097], [0.880957, -2.549563, -2.188591]], "forces_ev_per_angstrom": [[0.5, -0.1, -0.3], [1.5, -1.2, -0.6], [-1.8, 0.4, 0.9], [2.9, 1.3, 3.5], [3.4, -4.5, 0.7], [-4.1, 0.0, -1.1], [-1.8, 3.5, -0.9], [-2.8, -0.5, -1.5], [-1.4, -0.5, -1.5], [-0.6, -0.6, -0.3], [3.3, -1.2, 1.0], [0.0, 0.7, -1.2], [0.6, -1.8, -0.2], [0.8, 3.7, 0.8], [-0.9, 0.1, 0.7], [0.5, 0.6, -0.1]]}


# 2
{"formula": "C26H24N3OTi", "method": "ωB97M-V with the def2-TZVPD basis set", "gap_ev": [6.66, 6.67], "lumo_ev": [-3.724, -3.723], "total_charge": 1, "elements": ["Ti", "O", "N", "N", "N", "C", "C", "C", "C", "C", "C", "C", "C", "C", "C", "C", "C", "C", "C", "C", "C", "C", "C", "C", "C", "C", "C", "C", "C", "C", "C", "H", "H", "H", "H", "H", "H", "H", "H", "H", "H", "H", "H", "H", "H", "H", "H", "H", "H", "H", "H", "H", "H", "H", "H"], "xyz": [[11.084307, 13.891072, 5.356169], [11.639397, 12.929037, 6.768344], [9.272585, 14.763484, 5.377646], [9.798865, 12.569386, 4.297610], [11.751548, 15.871809, 5.201339], [9.310463, 16.143559, 5.160402], [13.236686, 17.752994, 5.152640], [13.553322, 7.781889, 5.623600], [12.940086, 16.413358, 5.190347], [11.843079, 7.963228, 3.790143], [9.248579, 10.406776, 3.394339], [10.840946, 18.123291, 4.999882], [8.191966, 13.949551, 5.377053], [12.150657, 8.322186, 5.225137], [12.176997, 18.574254, 5.039213], [8.274748, 17.051326, 4.950865], [12.162011, 9.772790, 5.376309], [5.963341, 13.063023, 5.682536], [6.243827, 11.893912, 5.080526], [10.121714, 11.509890, 3.603814], [8.032326, 10.482674, 4.045210], [12.369541, 12.371529, 5.697064], [8.481027, 18.420589, 4.801169], [7.592582, 11.650435, 4.659670], [9.720299, 18.961107, 4.841909], [13.744233, 12.963286, 5.435390], [6.935971, 14.098396, 5.925928], [10.664634, 16.707968, 5.102040], [12.272011, 10.965451, 5.510278], [11.135690, 7.739827, 6.169845], [8.518294, 12.665277, 4.757021], [12.326867, 19.651630, 5.032639], [9.833821, 20.024025, 4.783266], [6.693992, 15.031027, 6.378701], [14.361823, 8.314199, 5.129853], [12.558788, 8.408179, 3.125213], [14.058310, 12.664545, 4.424355], [7.397189, 9.639625, 4.032037], [11.129948, 11.429134, 3.211853], [9.539147, 9.506159, 2.893301], [7.560276, 18.974556, 4.672225], [4.930566, 13.230595, 5.956299], [11.430691, 7.944720, 7.246100], [13.787729, 15.714700, 5.112947], [10.811549, 8.230238, 3.548104], [13.620793, 6.743228, 5.266096], [13.747477, 7.828447, 6.684371], [10.964781, 6.691976, 5.983909], [13.834989, 14.044289, 5.545378], [10.153607, 8.174331, 5.912774], [11.958648, 6.850262, 3.715050], [7.308251, 16.659781, 4.959992], [5.524586, 11.087341, 5.022444], [14.521364, 12.600162, 6.124258], [14.291161, 18.148046, 5.210486]], "forces_ev_per_angstrom": [[0.3, -0.1, 0.1], [0.4, 0.4, -0.3], [1.3, 1.5, 0.2], [-0.1, -0.1, -0.1], [-1.1, 0.4, -0.3], [1.2, 0.7, 0.0], [1.4, 0.7, 0.1], [-0.1, -0.4, -0.9], [2.4, -1.6, -0.4], [-0.2, -1.6, 0.2], [-0.5, 1.4, 1.4], [0.3, -1.4, -0.1], [-1.2, -1.9, -0.2], [1.3, 0.0, 0.6], [-1.0, 2.0, 0.2], [1.6, -1.4, 0.5], [0.3, 0.6, 0.1], [-0.3, 1.1, 0.5], [1.1, -0.8, 0.3], [0.3, -1.7, -1.0], [0.8, -0.4, -1.0], [-0.1, 0.1, 0.1], [-0.7, -0.3, -0.1], [-0.7, 0.2, -0.1], [0.1, 0.4, 0.1], [0.6, -0.4, -0.1], [0.4, -0.8, -1.5], [-1.5, 0.6, 0.4], [-0.3, -0.4, 0.2], [-1.0, 0.6, 0.9], [-0.2, 1.9, 0.8], [0.0, -0.1, -0.2], [0.3, 0.4, -0.1], [-0.4, 0.4, 0.4], [0.0, 0.2, -0.2], [0.2, 0.3, -0.5], [0.0, 0.2, 0.3], [-0.8, -0.8, -0.1], [0.0, 0.2, 0.1], [0.2, 0.1, -0.3], [0.3, 0.5, 0.0], [0.0, 0.2, 0.3], [-0.6, -0.3, -1.3], [-0.5, 0.4, 0.4], [0.3, -0.1, -0.1], [0.0, 0.2, 0.4], [-0.2, 0.0, 0.3], [0.5, -0.6, 0.2], [-0.4, 0.0, -0.1], [0.2, 0.2, 0.6], [-0.3, 0.9, -0.2], [-1.5, -0.4, -0.1], [-0.1, 0.2, -0.2], [-0.3, -0.2, 0.0], [-1.4, -0.7, -0.2]]}


# 3
{"formula": "C7H16N2Si", "method": "ωB97M-V with the def2-TZVPD basis set", "gap_ev": 8.81, "lumo_ev": 0.927, "smiles": "C=C[Si]1(C)N(C)CCN1C", "relative_energy_kcal_mol": 25.7, "elements": ["Si", "N", "N", "C", "C", "C", "C", "C", "C", "C", "H", "H", "H", "H", "H", "H", "H", "H", "H", "H", "H", "H", "H", "H", "H", "H"], "xyz": [[-0.639302, 0.005867, -0.381483], [0.793894, 1.597382, -0.484275], [0.594723, -0.953633, 0.274399], [1.985437, 1.090118, 0.355811], [-1.162942, -0.117157, -2.325352], [0.620678, -2.401636, 0.484561], [1.930575, -0.433635, 0.499729], [0.208070, 2.861730, -0.179941], [-2.524147, -1.290722, 1.287178], [-2.162496, -0.101170, 0.798644], [1.056151, -2.439028, 1.437251], [2.168038, 1.487693, 1.384593], [2.315244, -0.710853, 1.455942], [-2.023165, -0.848333, -2.518406], [-3.286144, -1.281494, 1.992039], [0.965681, 3.623623, -0.344145], [-0.436316, -2.905849, 0.551223], [1.287038, -2.747780, -0.376297], [-1.455622, 0.885926, -2.583389], [-2.645630, 0.888702, 1.106963], [-0.087732, 3.055344, 0.832915], [2.796472, 1.358682, -0.303491], [-0.207855, -0.386282, -2.843941], [2.543910, -0.943621, -0.184608], [-0.605145, 2.858440, -0.820468], [-2.029416, -2.152319, 0.884545]], "forces_ev_per_angstrom": [[1.6, 2.3, -1.5], [-1.4, -4.6, 1.9], [-0.7, -0.4, 0.4], [-1.3, 0.6, -0.9], [0.4, -1.4, 1.9], [-1.5, 0.4, -2.1], [-1.2, 0.9, -0.7], [2.2, 0.0, 0.8], [1.0, 1.8, -1.4], [0.6, 1.7, -0.5], [0.9, -1.3, 1.3], [-0.6, 0.4, -0.8], [0.0, -0.3, 1.1], [1.4, 1.0, 0.2], [-1.3, -0.8, 1.2], [-0.2, 0.6, -0.6], [2.3, 0.9, -0.6], [-0.9, -0.7, 1.4], [-0.2, 0.4, -0.3], [0.4, -1.6, -0.2], [-0.6, -0.2, 1.0], [0.8, 0.1, 0.3], [-1.0, 0.2, 0.2], [1.3, -0.4, -1.3], [-1.7, 1.2, -1.3], [-0.3, -0.5, 0.5]]}